{"formula": "C3H7OPS2", "method": "the ωB97M-V functional and the def2-TZVPD basis", "total_energy_ev": -36231.410, "gap_ev": 8.10, "symbols": ["C", "C", "C", "O", "P", "S", "S", "H", "H", "H", "H", "H", "H", "H"], "coordinates": [[-0.542, 0.295, -1.568], [0.116, 0.744, -0.508], [-0.350, 1.764, 0.470], [-1.348, -2.673, 1.429], [1.802, 0.071, -0.232], [2.194, -1.660, -1.006], [2.999, 1.216, 0.777], [-0.126, -0.462, -2.214], [-1.525, 0.654, -1.825], [0.485, 2.377, 0.813], [-1.109, 2.405, 0.029], [-0.777, 1.264, 1.342], [-0.660, -3.068, 1.970], [-1.160, -2.926, 0.522]], "forces_ev_per_a": [[0.084, -0.178, -0.080], [0.752, -0.322, 0.044], [-0.083, 0.206, 0.174], [-0.185, 0.183, 0.084], [0.552, -0.149, 0.041], [-0.297, 0.895, 0.363], [-0.794, -0.677, -0.568], [0.107, -0.091, -0.019], [-0.198, 0.202, 0.055], [-0.118, 0.015, -0.013], [-0.063, 0.008, -0.019], [0.008, 0.038, 0.042], [0.085, -0.067, -0.090], [0.149, -0.064, -0.014]], "mulliken_charge": [-0.907, 0.719, -1.230, -0.633, 0.564, -0.334, -0.329, 0.245, 0.289, 0.337, 0.364, 0.284, 0.317, 0.314]}

***

{"formula": "C5H11N2OS", "method": "the ωB97M-V functional and the def2-TZVPD basis", "smiles": "C[N+]1=C[C@@](N)(O)SCC1", "total_energy_ev": -21217.420, "total_charge": 1, "gap_ev": 7.78, "symbols": ["C", "C", "C", "C", "C", "N", "N", "O", "S", "H", "H", "H", "H", "H", "H", "H", "H", "H", "H", "H"], "coordinates": [[1.354, -0.698, -0.106], [-0.881, 0.989, -0.895], [-0.059, 2.036, -0.096], [-0.002, -0.821, 0.442], [-2.304, -0.711, 0.511], [2.373, -1.369, 0.564], [-1.055, -0.233, -0.071], [1.516, -0.594, -1.446], [1.494, 1.421, 0.651], [-1.889, 1.453, -1.287], [-0.232, 0.637, -1.674], [0.186, 2.857, -0.727], [-0.823, 2.562, 0.674], [-0.150, -1.337, 1.403], [-2.036, -1.800, 0.541], [-2.478, -0.274, 1.638], [-3.178, -0.427, -0.010], [2.980, -1.898, 0.054], [2.716, -0.968, 1.461], [2.468, -0.825, -1.627]], "forces_ev_per_a": [[0.998, 1.603, 0.671], [-0.684, 0.160, -0.348], [-2.126, 0.801, 2.568], [0.205, 1.242, -0.529], [0.765, -0.239, 3.660], [-1.971, 2.210, 2.780], [0.446, 0.761, 0.512], [0.782, -1.175, 0.149], [-1.360, -1.222, -0.419], [2.012, -1.306, 0.886], [-0.204, 0.320, -0.953], [0.308, 0.375, -0.933], [1.995, -1.443, -1.174], [0.291, -0.208, -0.710], [-1.765, 0.874, 0.268], [0.652, -1.082, -2.634], [-0.608, -0.057, -1.005], [1.952, -1.540, -1.479], [-0.426, -0.695, -1.237], [-1.262, 0.622, -0.073]], "mulliken_charge": [0.279, -0.722, -0.449, -0.035, -0.822, -0.523, 0.153, -0.474, -0.097, 0.347, 0.383, 0.426, 0.321, 0.447, 0.387, 0.287, 0.318, 0.204, 0.241, 0.329]}

***

{"formula": "C26H27N10O5ReS2", "method": "the ωB97M-V functional and the def2-TZVPD basis", "total_energy_ev": -76332.644, "s_squared": 0.757, "total_charge": 1, "spin_multiplicity": 2, "gap_ev": [6.95, 6.60], "symbols": ["Re", "C", "C", "N", "N", "C", "O", "C", "C", "C", "C", "C", "C", "C", "C", "C", "C", "C", "N", "H", "H", "H", "H", "H", "H", "H", "H", "H", "H", "H", "H", "S", "C", "N", "C", "C", "C", "C", "C", "C", "C", "S", "O", "O", "N", "C", "C", "C", "O", "O", "H", "H", "H", "H", "H", "H", "H", "H", "H", "H", "H", "H", "N", "N", "N", "C", "N", "N", "H", "H", "H"], "coordinates": [[1.506, -0.269, 0.207], [2.886, -1.183, 4.315], [2.254, -1.173, 2.969], [2.242, -0.154, 2.175], [2.700, 1.060, 2.600], [2.161, 1.972, 1.832], [1.365, 1.628, 0.851], [2.418, 3.397, 2.056], [1.814, 4.342, 1.229], [2.060, 5.689, 1.431], [2.908, 6.093, 2.453], [3.511, 5.152, 3.278], [3.268, 3.804, 3.084], [1.381, -2.219, 2.474], [1.035, -3.347, 3.204], [-0.003, -4.146, 2.765], [-0.684, -3.790, 1.609], [-0.263, -2.691, 0.894], [0.766, -1.923, 1.296], [3.614, -0.380, 4.384], [3.382, -2.136, 4.499], [2.136, -1.032, 5.095], [1.157, 4.012, 0.436], [1.593, 6.425, 0.790], [3.100, 7.146, 2.608], [4.172, 5.471, 4.072], [3.732, 3.062, 3.718], [1.560, -3.568, 4.122], [-0.290, -5.024, 3.327], [-1.521, -4.368, 1.242], [-0.736, -2.420, -0.037], [3.799, -0.060, -0.039], [4.164, -0.132, -1.694], [4.528, -0.183, -2.786], [-5.525, -1.004, 1.646], [-4.823, -0.803, 0.333], [-3.439, -0.914, 0.231], [-2.797, -0.737, -0.985], [-3.548, -0.429, -2.108], [-4.929, -0.310, -2.034], [-5.555, -0.503, -0.816], [-2.732, -0.146, -3.640], [-3.632, -0.381, -4.725], [-1.477, -0.860, -3.568], [-2.440, 1.450, -3.627], [-1.451, 2.070, -2.757], [0.014, 1.890, -3.169], [0.741, 0.692, -2.613], [1.486, -0.001, -3.240], [0.547, 0.539, -1.268], [-4.819, -1.201, 2.451], [-6.220, -1.843, 1.588], [-6.106, -0.120, 1.913], [-2.859, -1.141, 1.119], [-1.722, -0.826, -1.083], [-5.498, -0.081, -2.926], [-6.633, -0.420, -0.753], [-2.692, 1.901, -4.495], [-1.606, 1.709, -1.739], [-1.690, 3.132, -2.743], [0.575, 2.754, -2.797], [0.122, 1.871, -4.251], [-0.075, -3.420, -3.733], [0.851, -2.942, -2.838], [2.125, -3.265, -2.878], [2.601, -2.608, -1.836], [1.628, -1.933, -1.210], [0.503, -2.186, -1.864], [0.438, -3.719, -4.555], [-0.712, -2.647, -3.943], [3.634, -2.623, -1.544]], "forces_ev_per_a": [[-0.018, 0.005, -0.010], [0.018, 0.004, 0.002], [0.030, 0.044, 0.016], [-0.024, -0.024, -0.001], [-0.011, 0.014, -0.007], [0.017, -0.006, -0.002], [-0.002, -0.016, -0.031], [-0.001, 0.001, 0.014], [0.001, -0.001, -0.003], [0.001, 0.001, 0.002], [0.000, 0.001, 0.000], [0.001, 0.003, -0.001], [-0.003, -0.003, -0.004], [-0.024, -0.029, -0.011], [-0.002, -0.003, 0.009], [-0.007, -0.009, 0.007], [0.002, 0.006, -0.001], [0.001, 0.002, 0.001], [0.031, -0.021, 0.001], [-0.002, 0.003, 0.002], [-0.011, -0.003, -0.004], [-0.004, -0.007, -0.004], [0.001, 0.000, -0.001], [0.000, 0.001, 0.000], [0.001, 0.000, 0.000], [0.000, 0.000, 0.000], [0.000, 0.000, 0.000], [0.007, 0.011, -0.005], [0.000, -0.002, -0.004], [0.001, 0.002, -0.005], [-0.002, -0.005, -0.003], [-0.035, -0.005, -0.008], [0.018, -0.017, 0.006], [-0.011, 0.016, -0.007], [-0.001, 0.005, 0.003], [0.011, -0.004, 0.000], [-0.006, -0.009, 0.008], [0.015, 0.026, 0.019], [0.018, -0.010, 0.002], [-0.013, 0.010, 0.008], [0.002, -0.001, -0.013], [-0.026, 0.022, 0.009], [0.025, -0.007, -0.009], [0.003, -0.018, -0.010], [-0.020, -0.019, -0.011], [0.000, 0.010, 0.015], [-0.012, 0.020, 0.019], [0.012, 0.005, 0.029], [0.009, -0.015, -0.019], [0.034, 0.041, 0.001], [0.000, 0.000, -0.001], [0.000, 0.000, 0.000], [-0.002, 0.000, 0.002], [-0.011, -0.004, 0.004], [-0.006, -0.007, -0.012], [-0.003, -0.003, 0.000], [-0.002, -0.002, -0.003], [0.005, 0.006, 0.002], [-0.004, -0.003, -0.008], [0.002, 0.001, -0.003], [0.014, -0.011, -0.006], [-0.005, -0.006, -0.002], [0.003, 0.000, 0.003], [-0.003, -0.020, -0.014], [0.010, 0.027, -0.010], [0.009, -0.019, 0.019], [-0.014, 0.019, 0.006], [-0.009, 0.005, 0.024], [-0.004, -0.001, -0.001], [-0.001, 0.002, 0.004], [0.001, -0.003, -0.002]], "mulliken_spin": [0.861, 0.002, -0.027, -0.029, 0.002, 0.001, -0.012, 0.001, -0.001, 0.000, -0.001, 0.001, 0.000, 0.029, -0.013, 0.011, -0.010, 0.005, 0.000, -0.001, 0.000, 0.001, -0.001, 0.000, 0.000, 0.000, 0.000, 0.000, 0.000, 0.000, 0.002, 0.076, -0.005, 0.029, 0.000, 0.000, 0.000, 0.005, 0.000, 0.000, 0.000, 0.000, 0.000, 0.000, 0.000, 0.002, 0.001, 0.011, 0.014, 0.046, 0.000, 0.000, 0.000, 0.000, 0.004, 0.000, 0.000, 0.000, 0.000, 0.000, 0.000, 0.000, 0.001, 0.002, -0.001, 0.006, -0.012, -0.003, 0.000, 0.000, 0.002]}

***

{"formula": "H4N2O3Si", "method": "the ωB97M-V functional and the def2-TZVPD basis", "total_energy_ev": -17061.101, "gap_ev": [9.11, 7.70], "symbols": ["N", "N", "O", "O", "O", "Si", "H", "H", "H", "H"], "coordinates": [[0.794, 0.013, -1.477], [-0.500, 1.217, 0.566], [0.124, 2.219, 0.258], [-1.464, 1.143, 1.290], [-1.142, -1.350, 0.031], [0.191, -0.445, 0.005], [0.872, -0.541, -2.355], [1.144, 0.970, -1.416], [-1.549, -1.706, 0.827], [1.531, -1.521, 2.271]], "forces_ev_per_a": [[0.098, -0.679, -1.034], [1.067, -0.867, 0.215], [-0.328, 0.443, 0.057], [-0.424, 0.705, 0.244], [-0.101, -0.654, -0.577], [-0.190, -0.294, 1.630], [0.167, 1.031, 1.270], [0.005, -0.389, -0.712], [0.253, 0.167, -0.026], [-0.548, 0.539, -1.069]], "mulliken_charge": [-0.280, 0.939, -0.614, -0.571, -0.385, 0.066, 0.258, 0.287, 0.348, -0.048]}